[1]
{
  "formula": "C27H39HgN4O2Se2Si",
  "method": "ωB97M-V/def2-TZVPD",
  "s2": 0.763,
  "charge": -2,
  "homo_lumo_gap_ev": [2.924, 4.572],
  "e_above_lowest_ev": 0.462,
  "multiplicity": 2,
  "symbols": ["Hg", "C", "C", "C", "C", "C", "C", "C", "N", "N", "C", "C", "C", "C", "C", "C", "N", "C", "C", "C", "C", "C", "C", "N", "H", "H", "H", "H", "H", "H", "H", "H", "H", "H", "H", "H", "H", "H", "H", "H", "H", "H", "H", "H", "O", "C", "C", "C", "O", "C", "Se", "C", "Se", "H", "H", "H", "H", "H", "H", "H", "H", "H", "H", "C", "Si", "C", "C", "H", "H", "H", "H", "H", "H", "H", "H", "H"],
  "positions_angstrom": [[-0.302291, -0.467898, -0.373794], [-0.495171, -0.970707, 3.689719], [0.191669, 0.301751, 4.186942], [-0.154396, 1.572090, 3.443307], [0.190708, 2.821171, 3.967265], [-0.098857, 3.956801, 3.233695], [-0.722810, 3.829642, 1.999745], [-1.040448, 2.552570, 1.563897], [-0.768721, 1.459456, 2.272419], [0.142745, -1.639609, 2.569718], [1.537515, -1.941609, 2.775462], [2.477616, -0.832071, 2.364941], [3.744292, -0.737822, 2.946798], [4.598803, 0.265017, 2.528941], [4.173239, 1.145743, 1.543961], [2.906092, 0.963242, 1.009771], [2.078354, 0.002305, 1.411545], [-0.637562, -2.840518, 2.209321], [-0.055278, -3.614579, 1.068212], [0.334311, -4.920575, 1.228089], [0.881052, -5.659272, 0.160466], [1.001166, -4.945076, -1.076318], [0.595879, -3.647351, -1.160801], [0.056809, -2.923815, -0.127550], [-0.574133, -1.668334, 4.551398], [-1.512938, -0.729051, 3.378865], [-0.043423, 0.443615, 5.247621], [1.276302, 0.186837, 4.147588], [0.691455, 2.884614, 4.926626], [0.168526, 4.935907, 3.615228], [-0.956752, 4.690116, 1.387607], [-1.518365, 2.384880, 0.603481], [1.757922, -2.244029, 3.818858], [1.778981, -2.806570, 2.147506], [4.035443, -1.445466, 3.714215], [5.589046, 0.356816, 2.962365], [4.808371, 1.940058, 1.175812], [2.538227, 1.581091, 0.198689], [-0.729776, -3.506935, 3.088177], [-1.636821, -2.476541, 1.956592], [0.211466, -5.376392, 2.207234], [1.195564, -6.687070, 0.272568], [1.405328, -5.423608, -1.959971], [0.679538, -3.103710, -2.095675], [0.205944, 4.103143, -5.635426], [0.494471, 3.600299, -4.323772], [0.306334, 2.073289, -4.219500], [1.241923, 1.461510, -5.277338], [1.404123, 0.070674, -5.250330], [0.689262, 1.793518, -2.745895], [1.507029, 0.097396, -2.111148], [-1.191480, 1.805744, -4.493990], [-1.812680, -0.032752, -4.917990], [0.388385, 5.046719, -5.619400], [-0.174262, 4.076705, -3.593149], [1.529780, 3.851900, -4.061638], [2.243947, 1.892062, -5.141212], [0.874780, 1.796793, -6.257694], [0.498574, -0.306019, -5.182429], [-0.209114, 1.939892, -2.142996], [1.405959, 2.556969, -2.428260], [-1.494225, 2.444115, -5.324478], [-1.742728, 2.144900, -3.610615], [-3.626978, -0.506788, 1.239459], [-2.747019, -0.561674, -0.456452], [-3.566975, 0.823824, -1.436102], [-3.254272, -2.168888, -1.272372], [-4.658245, -0.162133, 1.104017], [-3.130080, 0.169796, 1.934963], [-3.668135, -1.496457, 1.699559], [-4.643340, 0.626552, -1.492479], [-3.175495, 0.842629, -2.454676], [-3.424874, 1.805465, -0.977068], [-4.336431, -2.305484, -1.172603], [-2.735354, -3.018093, -0.825978], [-2.997504, -2.130719, -2.333544]],
  "atomic_forces_ev_per_a": [[-0.165, -0.379, -0.468], [0.079, -0.033, -0.052], [-0.068, 0.060, -0.016], [0.007, 0.058, -0.136], [0.027, -0.095, -0.068], [0.031, 0.073, 0.015], [-0.008, -0.080, 0.010], [0.096, 0.008, 0.136], [-0.091, -0.094, 0.011], [0.000, -0.084, 0.064], [-0.023, 0.027, -0.031], [0.074, 0.023, -0.001], [-0.072, 0.033, -0.022], [0.063, 0.032, -0.005], [-0.042, -0.052, 0.013], [0.017, -0.041, 0.049], [-0.004, 0.007, 0.124], [0.107, 0.064, 0.046], [-0.115, 0.153, -0.058], [0.018, -0.068, 0.037], [0.006, 0.098, -0.088], [-0.006, -0.165, 0.092], [-0.058, 0.195, -0.048], [0.229, -0.131, 0.266], [0.057, 0.013, -0.032], [-0.042, 0.007, 0.034], [-0.067, 0.008, -0.050], [0.040, -0.012, 0.062], [-0.009, 0.020, -0.003], [-0.008, -0.007, 0.002], [0.013, 0.015, 0.006], [-0.020, -0.020, -0.006], [0.010, 0.027, -0.029], [-0.018, -0.008, 0.013], [0.017, 0.003, 0.000], [-0.015, 0.007, -0.003], [0.020, 0.010, 0.015], [-0.012, -0.005, -0.022], [-0.031, -0.012, -0.023], [-0.066, 0.003, -0.033], [-0.012, 0.004, 0.028], [0.000, -0.030, 0.001], [0.020, 0.000, -0.038], [0.032, 0.011, -0.047], [0.034, 0.080, -0.027], [-0.077, 0.003, 0.065], [-0.051, 0.046, 0.014], [0.047, 0.095, -0.038], [-0.114, -0.043, -0.082], [-0.015, -0.032, 0.110], [0.111, 0.114, -0.034], [0.013, -0.141, -0.059], [0.118, 0.112, 0.031], [-0.038, -0.057, -0.018], [0.038, -0.002, 0.019], [0.032, -0.011, -0.012], [0.004, 0.016, 0.003], [0.016, -0.012, 0.009], [0.006, -0.045, 0.019], [0.028, 0.014, -0.027], [0.005, 0.004, 0.002], [0.008, -0.056, -0.016], [-0.009, 0.048, -0.017], [-0.095, -0.038, -0.073], [-0.042, 0.336, 0.475], [-0.017, -0.014, -0.015], [-0.012, -0.035, -0.064], [-0.040, -0.025, 0.011], [0.041, 0.060, 0.011], [0.025, -0.045, 0.045], [-0.040, 0.044, -0.012], [0.019, -0.014, -0.074], [0.012, 0.040, 0.033], [-0.025, -0.053, -0.041], [0.005, -0.041, 0.032], [0.004, 0.004, -0.014]],
  "lowdin_charge": [0.695, -0.204, -0.115, -0.275, -0.043, -0.094, -0.074, -0.132, 0.114, -0.163, -0.149, -0.274, -0.049, -0.095, -0.078, -0.167, 0.106, -0.169, -0.363, -0.126, -0.168, -0.155, -0.209, -0.046, 0.113, 0.101, 0.111, 0.101, 0.103, 0.094, 0.095, 0.086, 0.125, 0.128, 0.102, 0.093, 0.091, 0.059, 0.111, 0.090, 0.084, 0.046, 0.071, 0.077, -0.080, -0.246, -0.553, -0.277, -0.179, -0.556, 0.447, -0.620, 0.285, 0.070, 0.122, 0.110, 0.119, 0.114, -0.058, 0.022, 0.029, 0.030, 0.024, -0.262, 0.312, -0.261, -0.245, 0.009, -0.019, 0.003, 0.018, -0.044, 0.003, 0.017, 0.006, 0.010]
}

=====

[2]
{
  "formula": "C4H5N",
  "method": "ωB97M-V/def2-TZVPD",
  "homo_lumo_gap_ev": 9.757,
  "e_above_lowest_ev": 3.462,
  "multiplicity": 1,
  "smiles": "C=C=C1CN1",
  "symbols": ["C", "C", "C", "C", "N", "H", "H", "H", "H", "H"],
  "positions_angstrom": [[-0.436601, -0.685800, -2.058130], [0.005271, -0.579588, -0.837964], [0.122561, 0.128520, 0.233449], [-0.212785, 0.398534, 1.602019], [1.005547, 0.948311, 0.936362], [-0.237151, -1.517008, -2.709002], [-0.996608, 0.176276, -2.405075], [-0.133698, -0.446805, 2.274700], [-0.972302, 1.144589, 1.818524], [1.855765, 0.432970, 1.145117]],
  "atomic_forces_ev_per_a": [[0.111, -0.032, -0.190], [-0.324, 0.604, -0.248], [0.013, -0.273, -0.042], [-0.177, -0.132, 0.370], [0.265, 0.042, 0.132], [-0.155, -0.231, -0.150], [0.002, -0.197, -0.445], [0.092, 0.176, 0.235], [0.161, -0.111, 0.096], [0.011, 0.154, 0.244]],
  "lowdin_charge": [-0.013, -0.048, -0.332, -0.090, 0.067, 0.040, 0.060, 0.105, 0.104, 0.106]
}

=====

[3]
{
  "formula": "C31H31AsCuN4O8S3",
  "method": "ωB97M-V/def2-TZVPD",
  "s2": 0.753,
  "homo_lumo_gap_ev": [8.356, 7.208],
  "e_above_lowest_ev": 1.232,
  "multiplicity": 2,
  "symbols": ["Cu", "S", "C", "N", "C", "C", "N", "C", "C", "C", "C", "C", "C", "C", "C", "S", "C", "C", "C", "C", "C", "C", "C", "H", "H", "H", "H", "H", "H", "H", "H", "H", "H", "H", "H", "H", "H", "H", "H", "H", "H", "O", "As", "O", "O", "C", "C", "C", "C", "C", "C", "S", "O", "O", "O", "H", "H", "H", "H", "H", "O", "C", "N", "C", "O", "C", "C", "C", "C", "N", "C", "H", "H", "H", "H", "H", "H", "H", "H"],
  "positions_angstrom": [[-1.155380, 0.102483, 0.514476], [2.593241, 0.346381, 0.091145], [2.501576, 1.605277, 1.160531], [3.368487, 2.617176, 1.234236], [3.202911, 3.655280, 2.242479], [2.856591, 3.013925, 3.561776], [1.685253, 2.166744, 3.441252], [1.064062, 1.895259, 4.749606], [0.376294, 3.119410, 5.341566], [0.996667, 3.780224, 6.398389], [0.411310, 4.890033, 6.993453], [-0.812522, 5.349258, 6.534160], [-1.440706, 4.694437, 5.482635], [-0.854316, 3.587533, 4.888644], [1.325906, 1.693598, 2.144194], [0.570302, 0.027056, 2.186723], [4.499758, 2.760638, 0.320788], [4.364179, 3.996562, -0.532576], [3.267655, 4.128958, -1.380043], [3.130084, 5.258592, -2.168927], [4.087675, 6.264823, -2.122056], [5.181769, 6.137721, -1.280854], [5.315949, 5.006218, -0.486199], [2.438687, 4.367899, 1.928236], [4.148205, 4.189393, 2.330410], [2.652723, 3.806735, 4.284972], [3.716832, 2.435717, 3.930346], [1.916692, 1.711700, 5.415370], [-0.556336, 0.844837, 5.621534], [1.946850, 3.412271, 6.772755], [0.909359, 5.388126, 7.815344], [-1.276457, 6.212953, 6.992738], [-2.395661, 5.048034, 5.115724], [-1.340007, 3.121799, 4.042023], [4.537055, 1.864607, -0.293872], [5.415662, 2.806245, 0.915857], [2.517326, 3.347694, -1.414023], [2.273129, 5.354491, -2.822954], [3.979099, 7.146166, -2.740781], [5.930216, 6.918433, -1.239417], [6.171165, 4.906540, 0.173252], [0.568648, 4.196998, 0.534788], [-0.142114, 2.706518, 1.149748], [-1.423146, 3.038116, 2.101773], [-0.469819, 1.734616, -0.204808], [-0.566798, 0.253787, 3.607898], [0.205456, 0.617565, 4.863345], [0.967767, -0.571427, 5.392803], [0.467259, -1.802465, 5.294825], [-0.745659, -2.048209, 4.518451], [-1.222688, -1.095267, 3.718623], [-2.368108, -1.471491, 2.421956], [-2.964085, -0.188186, 2.065733], [-3.228173, -2.544406, 2.823546], [-1.450405, -1.848508, 1.279033], [-0.030495, 4.912032, 0.791946], [-1.296141, 1.022344, 3.351218], [1.885580, -0.392329, 5.940997], [0.969295, -2.645338, 5.750594], [-1.207278, -3.027543, 4.518505], [-4.501573, -5.857089, -0.746610], [-5.539832, -4.902985, -0.891990], [-4.933230, -3.606436, -0.921835], [-4.999650, -2.792310, -2.006432], [-5.643709, -3.044735, -3.006696], [-4.240433, -1.499070, -1.900370], [-4.621572, -0.438137, -2.712811], [-3.946788, 0.764378, -2.611642], [-2.908101, 0.873974, -1.703122], [-2.532314, -0.150874, -0.936898], [-3.175757, -1.317876, -1.038905], [-4.895447, -6.712632, -0.549725], [-6.236986, -4.967980, -0.051385], [-6.079548, -5.025617, -1.830815], [-4.445912, -3.306016, -0.092766], [-5.441846, -0.581334, -3.403512], [-4.221108, 1.615720, -3.217506], [-2.342828, 1.786637, -1.569956], [-2.802046, -2.102450, -0.396308]],
  "atomic_forces_ev_per_a": [[0.195, -0.758, -0.158], [-0.024, 0.004, -0.047], [0.051, 0.013, 0.063], [-0.007, -0.028, -0.011], [0.021, -0.015, 0.017], [-0.011, 0.013, -0.004], [0.021, 0.032, -0.004], [-0.032, 0.001, -0.031], [0.033, 0.068, 0.091], [-0.012, -0.048, 0.023], [0.002, -0.009, 0.005], [-0.006, 0.012, -0.005], [0.026, 0.021, 0.028], [0.008, -0.045, 0.055], [-0.155, 0.002, -0.030], [0.230, 0.035, -0.039], [0.007, -0.001, -0.005], [0.002, -0.014, -0.009], [-0.013, 0.022, 0.002], [-0.002, -0.001, 0.003], [0.002, 0.004, 0.002], [-0.005, -0.001, -0.005], [0.002, -0.009, 0.005], [-0.003, -0.006, 0.002], [-0.010, 0.008, -0.012], [-0.014, 0.001, 0.024], [-0.001, 0.006, 0.001], [0.020, 0.003, -0.033], [-0.015, 0.002, -0.014], [0.015, 0.010, -0.005], [0.002, 0.003, -0.001], [-0.001, 0.003, 0.007], [-0.008, -0.002, 0.000], [0.008, 0.027, 0.117], [0.000, -0.005, 0.006], [-0.010, 0.016, 0.009], [-0.007, -0.009, 0.005], [0.002, 0.002, 0.000], [-0.001, 0.000, 0.000], [0.000, 0.000, 0.000], [0.000, 0.001, -0.001], [-0.026, -0.042, -0.021], [0.043, -0.078, -0.128], [-0.013, 0.006, -0.242], [-0.111, 0.261, 0.291], [-0.019, -0.014, 0.025], [0.010, -0.007, 0.040], [-0.006, -0.002, 0.009], [0.003, 0.000, -0.009], [0.012, 0.033, 0.018], [-0.059, -0.017, -0.066], [0.270, -0.035, -0.227], [-0.233, 0.066, 0.120], [-0.017, -0.021, -0.004], [-0.211, 0.452, 0.168], [0.023, 0.021, -0.007], [-0.007, -0.004, 0.011], [-0.002, 0.001, 0.003], [0.003, 0.000, 0.001], [0.002, -0.002, 0.006], [0.002, -0.015, -0.031], [0.008, 0.003, -0.022], [-0.031, 0.022, 0.049], [0.024, -0.021, -0.014], [0.005, -0.004, -0.004], [-0.011, 0.016, -0.013], [0.008, 0.007, 0.017], [-0.018, -0.023, 0.009], [0.028, 0.042, -0.041], [0.091, -0.048, -0.008], [-0.083, 0.062, 0.017], [0.002, 0.000, 0.005], [0.021, 0.004, 0.012], [-0.012, 0.001, 0.010], [-0.014, 0.002, 0.017], [0.001, 0.001, -0.006], [0.007, 0.002, -0.003], [-0.005, -0.007, 0.006], [0.003, -0.026, -0.039]],
  "lowdin_charge": [0.482, 0.729, -0.767, -0.102, -0.108, -0.131, -0.083, -0.205, -0.179, -0.054, -0.086, -0.091, -0.064, -0.025, -0.618, 1.040, -0.122, -0.213, -0.032, -0.071, -0.089, -0.085, -0.048, 0.119, 0.134, 0.124, 0.138, 0.128, 0.172, 0.111, 0.101, 0.100, 0.108, 0.069, 0.073, 0.131, 0.111, 0.106, 0.101, 0.102, 0.109, -0.232, 0.906, -0.428, -0.498, -0.433, -0.233, -0.031, -0.060, -0.031, -0.299, 0.486, -0.317, -0.278, -0.403, 0.058, 0.094, 0.115, 0.109, 0.124, -0.032, -0.241, 0.102, -0.429, 0.074, -0.084, 0.024, -0.017, -0.075, 0.021, -0.036, 0.086, 0.130, 0.123, 0.135, 0.127, 0.112, 0.110, 0.107]
}

=====

[4]
{
  "formula": "C5H4Cl2O",
  "method": "ωB97M-V/def2-TZVPD",
  "homo_lumo_gap_ev": 9.017,
  "e_above_lowest_ev": 0.533,
  "multiplicity": 1,
  "smiles": "O=C(/C=C/Cl)/C=C/Cl",
  "symbols": ["O", "C", "C", "C", "Cl", "C", "C", "Cl", "H", "H", "H", "H"],
  "positions_angstrom": [[-0.455947, -0.918101, -1.475026], [-0.173169, -0.232971, -0.498743], [0.972399, 0.694575, -0.404720], [1.983428, 0.871706, -1.334511], [3.231582, 2.070329, -1.239069], [-1.007370, -0.345404, 0.786690], [-1.986810, -1.277098, 0.820892], [-2.964401, -1.516338, 2.158255], [1.096911, 1.181542, 0.598331], [2.112650, 0.224244, -2.288589], [-0.599026, 0.118415, 1.706706], [-2.235898, -1.862090, -0.060038]],
  "atomic_forces_ev_per_a": [[0.466, 0.881, 0.578], [-0.825, -1.193, 0.066], [2.617, 0.941, -0.246], [-1.606, -1.587, -0.359], [-0.463, -0.465, 0.337], [0.679, -1.068, -0.264], [1.312, 1.472, -0.971], [-0.563, -0.335, 0.927], [-0.255, -0.047, -1.267], [-0.667, 1.284, 1.792], [-0.737, -0.033, -0.694], [0.040, 0.150, 0.102]],
  "lowdin_charge": [0.055, -0.417, -0.110, -0.527, 0.610, -0.102, -0.595, 0.679, 0.111, 0.110, 0.107, 0.080]
}

=====

Values for energy, Ha, ordered as above
-6667.5053; -210.0365; -7091.6970; -1188.4904